Below is a 2-piece molecular cluster, C4H12N2 overall in a non-equilibrium geometry, with properties calculated with ωB97M-V/def2-TZVPD.

Computed properties:
Relative energy (zero: lowest compared OMol25 entry of this formula, charge and spin): 51.2 kcal per mole
SMILES: [H]/N=C/N.CCC

Each line ends with the Mulliken charge.
Positions of all 18 atoms, in Å:
C  3.36  -1.81  -0.37  -1.0206
C  2.84  -2.70  0.85  -0.1600
C  3.60  -4.08  0.98  -0.9611
H  3.65  -2.52  -1.27  0.2511
H  2.52  -1.33  -0.90  0.2932
H  4.22  -1.17  -0.30  0.3043
H  3.09  -2.16  1.89  0.1889
H  1.68  -2.74  0.82  0.2850
H  4.35  -3.81  1.75  0.2393
H  4.32  -4.38  0.12  0.2745
H  3.05  -4.92  1.28  0.3053
N  -3.21  4.19  -0.34  -0.4828
C  -3.99  3.05  -0.32  0.0661
N  -3.51  1.98  -0.93  -0.6410
H  -3.04  4.71  0.55  0.2236
H  -2.42  4.19  -1.13  0.2817
H  -5.00  2.99  -0.01  0.3163
H  -4.20  1.25  -0.75  0.2361

Below is a 17-piece molecular cluster, C44H41BCl65NO4P2S2 overall in a non-equilibrium geometry, with properties calculated with ωB97M-V/def2-TZVPD.

Computed properties:
Electronic energy: -910853.3937 eV

Each line ends with the Mulliken charge.
Positions of all 160 atoms, in Å:
C  -5.41  0.55  -4.06  -0.9794
C  -4.25  1.24  -3.30  0.0560
B  -3.55  0.36  -2.19  0.9839
O  -3.74  -0.98  -2.00  -0.7573
C  -2.49  1.09  -1.24  0.1606
C  -1.19  1.18  -1.73  -1.0871
C  -0.20  1.81  -1.01  -1.8493
C  -0.52  2.38  0.21  0.6920
C  -1.79  2.29  0.72  -0.4165
C  -2.80  1.65  0.01  -0.6618
C  -4.21  1.53  0.56  0.9968
C  -4.26  1.70  2.10  -1.6105
C  -5.21  2.56  -0.07  -0.6396
C  -6.52  1.82  -0.42  -0.7802
S  0.81  3.22  1.07  -0.2821
C  1.67  3.91  -0.34  0.2999
C  2.28  5.15  -0.31  0.5766
P  2.26  6.14  1.24  0.4723
O  1.15  7.34  1.02  -0.3845
Cl  4.11  7.11  1.15  -0.2396
C  2.92  5.60  -1.47  -0.6421
C  2.92  4.84  -2.61  -1.0272
C  2.31  3.60  -2.65  0.0959
P  2.27  2.56  -4.14  0.9203
S  2.67  3.54  -5.79  -0.4235
C  1.70  3.14  -1.50  -1.1163
N  1.12  1.83  -1.57  1.0738
C  2.06  0.89  -0.86  0.6959
C  1.46  -0.51  -0.63  -0.9300
C  0.83  -0.76  0.75  -0.3479
C  1.71  -0.41  1.94  0.1884
C  0.96  -0.59  3.30  -0.9665
C  1.69  -1.64  4.19  -0.6130
C  1.37  -3.04  3.64  -0.3842
C  1.43  -4.15  4.68  -0.6709
O  1.06  -5.39  4.06  -0.2982
C  1.95  -6.40  4.26  0.7432
C  1.30  -7.73  4.62  -0.3472
O  3.15  -6.30  4.13  -0.5417
H  -5.62  1.15  -4.95  0.3623
H  -5.12  -0.44  -4.41  0.1548
H  -6.31  0.55  -3.43  0.0721
H  -4.57  2.16  -2.81  0.0716
H  -3.48  1.56  -4.03  0.3314
H  -4.32  -1.36  -2.67  0.2125
H  -0.91  0.76  -2.69  0.8598
H  -1.98  2.73  1.70  0.4267
H  -4.59  0.52  0.37  0.6145
H  -3.46  1.14  2.58  0.3773
H  -5.24  1.32  2.41  0.4460
H  -4.17  2.77  2.32  0.0895
H  -5.47  3.27  0.72  0.4955
H  -4.78  3.06  -0.93  0.4673
H  -6.45  1.30  -1.39  -0.1392
H  -7.38  2.49  -0.41  0.2883
H  -6.69  1.05  0.34  0.3913
H  0.43  7.03  0.46  0.3145
H  3.42  6.56  -1.43  0.4637
H  3.40  5.18  -3.53  0.3528
H  0.95  2.08  -4.26  -0.0226
H  3.08  1.42  -3.96  0.0295
H  2.51  1.33  0.03  0.4833
H  2.89  0.77  -1.58  -0.8911
H  0.74  -0.71  -1.43  -0.0768
H  2.29  -1.22  -0.74  0.5040
H  0.63  -1.84  0.81  0.6058
H  -0.16  -0.29  0.81  -0.0380
H  2.54  -1.13  1.96  0.0325
H  2.10  0.61  1.93  0.2462
H  -0.07  -0.91  3.16  0.4810
H  0.96  0.35  3.87  0.2833
H  2.76  -1.42  4.08  0.4137
H  1.43  -1.50  5.25  0.1796
H  2.03  -3.23  2.78  0.1734
H  0.34  -3.02  3.26  0.2714
H  0.67  -3.93  5.44  0.2823
H  2.42  -4.18  5.14  0.4204
H  2.08  -8.46  4.82  -0.2671
H  0.66  -8.00  3.78  0.2918
H  0.67  -7.53  5.50  0.3113
C  6.02  11.03  1.57  0.3509
Cl  4.76  10.59  2.73  -0.0815
Cl  7.42  11.68  2.42  -0.1009
Cl  6.48  9.59  0.66  -0.0871
Cl  5.39  12.24  0.45  -0.0951
C  3.12  0.19  8.06  0.3291
Cl  2.01  1.01  9.16  -0.1001
Cl  2.70  -1.52  7.97  -0.0968
Cl  3.00  0.92  6.45  -0.0467
Cl  4.78  0.36  8.66  -0.1005
C  -1.74  -2.81  -4.67  0.0830
Cl  -0.99  -2.42  -6.21  -0.0637
Cl  -1.46  -1.50  -3.52  -0.0306
Cl  -3.48  -3.03  -4.90  -0.1048
Cl  -1.04  -4.30  -4.03  0.0069
C  -0.11  10.54  -0.06  0.3352
Cl  -0.65  10.40  1.62  -0.0970
Cl  -0.75  9.18  -1.00  -0.1206
Cl  -0.72  12.06  -0.74  -0.1094
Cl  1.65  10.53  -0.12  -0.0404
C  0.77  0.99  -8.38  0.1923
Cl  -0.97  1.19  -8.09  -0.1032
Cl  1.41  2.46  -9.10  -0.0919
Cl  1.58  0.67  -6.84  0.0595
Cl  1.03  -0.37  -9.48  -0.1068
C  -0.61  -7.73  -2.08  0.3147
Cl  0.16  -7.36  -3.64  -0.1064
Cl  -0.33  -6.39  -0.96  -0.0418
Cl  -2.34  -7.95  -2.32  -0.0942
Cl  0.09  -9.21  -1.42  -0.0598
C  4.30  -11.15  5.92  0.2889
Cl  4.18  -10.95  7.67  -0.0227
Cl  5.88  -11.81  5.51  -0.1029
Cl  3.03  -12.25  5.36  -0.1176
Cl  4.10  -9.58  5.13  -0.0917
C  3.23  -11.81  11.56  0.3412
Cl  2.61  -12.02  13.21  -0.1050
Cl  2.48  -13.00  10.49  -0.0786
Cl  2.85  -10.18  10.99  -0.0898
Cl  4.98  -12.03  11.56  -0.0863
C  -9.01  -1.38  -4.87  0.2907
Cl  -9.03  -1.09  -3.12  -0.0940
Cl  -7.45  -2.08  -5.32  -0.0494
Cl  -10.30  -2.50  -5.30  -0.0981
Cl  -9.25  0.15  -5.72  -0.0726
C  5.70  -0.70  -1.34  0.2940
Cl  5.20  -0.96  0.33  -0.0616
Cl  4.82  -1.79  -2.41  -0.0738
Cl  5.33  0.97  -1.81  -0.0468
Cl  7.43  -0.98  -1.50  -0.0739
C  -4.74  4.80  4.98  0.3432
Cl  -4.71  5.06  6.72  -0.1073
Cl  -3.22  4.07  4.46  -0.0389
Cl  -6.08  3.72  4.57  -0.0965
Cl  -4.96  6.35  4.15  -0.1007
C  -8.26  4.02  -3.58  0.2076
Cl  -9.30  4.88  -2.45  -0.0388
Cl  -8.62  2.29  -3.54  0.0072
Cl  -8.52  4.63  -5.22  -0.1179
Cl  -6.57  4.28  -3.12  -0.0757
C  2.76  -11.80  -3.42  0.3417
Cl  2.17  -11.87  -1.75  -0.0929
Cl  1.95  -13.05  -4.37  -0.0960
Cl  2.41  -10.22  -4.10  -0.0649
Cl  4.50  -12.08  -3.43  -0.0990
C  10.38  1.51  -3.21  0.2751
Cl  8.66  1.71  -2.86  0.0167
Cl  11.07  3.05  -3.72  -0.1023
Cl  11.22  0.93  -1.77  -0.0985
Cl  10.58  0.33  -4.52  -0.1005
C  6.29  -1.78  -6.10  0.1550
Cl  6.36  -2.15  -7.83  -0.1066
Cl  5.06  -0.53  -5.82  0.0265
Cl  5.88  -3.24  -5.21  -0.0962
Cl  7.86  -1.18  -5.56  0.0079
C  -9.95  7.46  0.71  0.3343
Cl  -9.28  7.87  -0.87  -0.0899
Cl  -9.67  8.79  1.84  -0.1039
Cl  -11.68  7.16  0.56  -0.0990
Cl  -9.15  6.00  1.32  -0.0575

Below is a 2-piece molecular cluster, H5N2P overall in a non-equilibrium geometry, with properties calculated with ωB97M-V/def2-TZVPD.

Computed properties:
Relative energy (zero: lowest compared OMol25 entry of this formula, charge and spin): 83.6 kcal per mole

Each line ends with the Mulliken charge.
Positions of all 8 atoms, in Å:
N  -1.17  2.16  0.19  -0.5009
N  -0.35  0.96  0.33  -0.0466
P  1.03  0.34  -0.29  -0.1748
H  -0.72  2.93  -0.32  0.2473
H  -2.08  2.06  -0.13  0.2378
H  -0.79  0.41  1.02  0.2435
H  1.26  3.15  0.97  0.0245
H  0.67  3.02  1.39  -0.0309

Below is C3H3O2Sc as an isolated structure in a non-equilibrium geometry, with properties calculated with ωB97M-V/def2-TZVPD.

Computed properties:
Relative energy (zero: lowest compared OMol25 entry of this formula, charge and spin): 40.1 kcal per mole
Total charge: +2

Each line ends with the Mulliken charge.
Positions of all 9 atoms, in Å:
C  -1.90  0.09  -0.22  -0.5996
C  -0.63  0.37  0.08  0.1341
H  -2.20  -0.89  -0.56  0.2737
H  -0.29  1.34  0.45  0.2793
H  -2.66  0.85  -0.04  0.2657
O  0.32  -0.67  0.29  -0.0709
C  1.59  -0.35  0.42  0.3551
O  2.42  -1.26  0.20  -0.3857
Sc  3.35  0.51  -0.62  1.7483

Below is one molecule with the formula C5H10O in a non-equilibrium geometry, with properties calculated with ωB97M-V/def2-TZVPD.

Computed properties:
Relative energy (zero: lowest compared OMol25 entry of this formula, charge and spin): 64.6 kcal per mole
SMILES: C[C@H]1C[C@@H]1CO

Each line ends with the Mulliken charge.
Positions of all 16 atoms, in Å:
C  0.27  -1.29  -0.11  -0.7665
C  0.90  0.06  -0.47  0.3178
C  -0.33  0.01  0.37  -0.0055
C  2.15  0.27  0.30  -1.3317
C  -1.71  0.74  -0.09  -0.8640
O  -2.75  -0.20  0.19  -0.5135
H  -0.25  -1.82  -0.92  0.2331
H  0.71  -1.80  0.61  0.3137
H  0.68  0.44  -1.55  0.3121
H  -0.32  0.33  1.33  0.3258
H  1.93  0.63  1.41  0.2464
H  2.69  1.04  -0.09  0.3965
H  2.81  -0.66  0.35  0.2788
H  -1.78  0.91  -1.11  0.4359
H  -1.73  1.62  0.43  0.3104
H  -3.28  -0.28  -0.65  0.3107

Below is a 2-piece molecular cluster, C2H7ClN3S overall in a non-equilibrium geometry, with properties calculated with ωB97M-V/def2-TZVPD.

Computed properties:
Relative energy (zero: lowest compared OMol25 entry of this formula, charge and spin): 15.6 kcal per mole
Total charge: +1

Each line ends with the Mulliken charge.
Positions of all 14 atoms, in Å:
C  -1.00  -0.23  0.55  0.9205
C  4.06  1.27  -1.41  -0.5335
N  -1.29  -1.30  1.30  -0.3568
N  -1.95  0.43  -0.09  -0.3546
N  0.27  0.19  0.44  -0.2813
S  0.74  1.52  -0.51  -0.0783
Cl  5.17  1.78  -0.32  -0.0399
H  3.81  0.22  -1.48  0.3542
H  3.60  1.98  -2.08  0.3455
H  -2.24  -1.61  1.40  0.2015
H  -0.58  -1.80  1.80  0.2056
H  -2.91  0.16  -0.05  0.2245
H  -1.68  1.24  -0.64  0.1430
H  0.99  -0.30  0.95  0.2498